# 1
Formula: C37H44AgN6O3S2Se2Si
Source: the OMol25 dataset
Level of theory: wB97M-V/def2-TZVPD

```
96
C37H44AgN6O3S2Se2Si, DFT wB97M-V/def2-TZVPD
Ag -0.32 -0.89 -0.37
C -3.15 -4.67 -1.88
Se -2.52 -3.21 -0.75
C -3.59 -1.81 -1.54
C -3.28 -1.48 -2.99
Se -1.43 -0.99 -3.35
C -0.77 -2.71 -3.95
H -4.23 -4.78 -1.77
H -2.67 -5.58 -1.55
H -2.90 -4.51 -2.93
H -3.39 -0.96 -0.88
H -4.64 -2.09 -1.43
H -3.89 -0.62 -3.29
H -3.54 -2.30 -3.66
H -1.43 -3.11 -4.72
H -0.67 -3.38 -3.11
H 0.22 -2.53 -4.37
N 6.75 4.08 -1.55
C 5.69 3.23 -1.22
C 5.88 2.17 -0.33
C 4.82 1.35 0.02
C 3.56 1.59 -0.50
C 3.36 2.65 -1.37
C 4.42 3.47 -1.73
S 2.19 0.56 -0.04
O 1.08 1.46 0.13
O 2.63 -0.20 1.11
N 1.80 -0.32 -1.31
C 2.62 -1.30 -1.78
N 3.87 -1.42 -1.32
C 4.62 -2.35 -1.89
C 4.18 -3.16 -2.92
C 2.87 -2.94 -3.33
N 2.08 -2.04 -2.79
H 7.66 3.65 -1.47
H 6.65 4.53 -2.44
H 6.86 1.99 0.08
H 4.96 0.52 0.69
H 2.37 2.84 -1.76
H 4.25 4.30 -2.40
H 5.64 -2.44 -1.50
H 4.81 -3.91 -3.37
H 2.44 -3.53 -4.13
N -0.61 -1.23 2.93
C 0.35 -2.06 2.50
N 0.35 -2.61 1.32
C 1.45 -3.42 1.16
C 1.76 -4.11 -0.01
C 2.91 -4.89 -0.04
C 3.75 -4.97 1.07
C 3.46 -4.28 2.23
C 2.31 -3.51 2.27
S 1.68 -2.53 3.56
H -1.26 -0.89 2.20
H -0.38 -0.58 3.67
H 1.12 -4.01 -0.87
H 3.16 -5.42 -0.95
H 4.65 -5.58 1.02
H 4.12 -4.33 3.08
C -5.05 1.55 0.16
C -4.36 1.49 1.52
C -4.89 0.24 2.24
C -4.76 2.73 2.31
Si -2.47 1.34 1.24
O -2.10 -0.15 0.78
C -1.52 1.83 2.81
C -0.25 2.40 2.71
C 0.53 2.63 3.84
C 0.06 2.30 5.10
C -1.20 1.74 5.22
C -1.97 1.51 4.09
C -2.03 2.65 -0.05
C -1.84 2.27 -1.38
C -1.60 3.20 -2.38
C -1.54 4.55 -2.07
C -1.72 4.96 -0.76
C -1.97 4.02 0.23
H -6.14 1.60 0.29
H -4.84 0.67 -0.45
H -4.74 2.42 -0.42
H -5.98 0.27 2.28
H -4.53 0.16 3.26
H -4.58 -0.67 1.72
H -5.84 2.76 2.45
H -4.48 3.65 1.78
H -4.29 2.77 3.29
H 0.16 2.63 1.74
H 1.52 3.05 3.72
H 0.68 2.47 5.97
H -1.58 1.47 6.20
H -2.95 1.05 4.23
H -1.86 1.21 -1.63
H -1.44 2.86 -3.40
H -1.34 5.28 -2.85
H -1.67 6.01 -0.51
H -2.09 4.36 1.25
```

LUMO level (eV): 2.29
Gap between HOMO and LUMO (eV): 7.39
Total energy (hartree): -8026.49481
ΔE to the lowest compared entry with this formula, charge and spin (kcal per mole): 0.00
Charge: -1


# 2
Formula: C37H44N3O4S3SbTa
Source: the OMol25 dataset
Level of theory: wB97M-V/def2-TZVPD

```
93
C37H44N3O4S3SbTa, DFT wB97M-V/def2-TZVPD
Ta 0.18 1.40 -0.56
N 1.76 3.83 -4.96
C 2.30 3.12 -3.75
C 2.86 1.77 -4.13
C 3.38 1.06 -2.88
N 2.27 0.60 -2.02
C 4.34 1.93 -2.08
C 3.79 3.31 -1.76
N 2.64 3.21 -0.83
C 3.33 4.00 -3.06
H 1.08 3.25 -5.46
H 2.49 4.10 -5.62
H 1.26 4.67 -4.63
H 1.43 2.99 -3.11
H 3.69 1.89 -4.83
H 2.10 1.16 -4.61
H 3.94 0.18 -3.22
H 2.68 0.24 -1.16
H 1.87 -0.24 -2.44
H 5.27 2.04 -2.65
H 4.62 1.41 -1.16
H 4.59 3.91 -1.33
H 2.20 4.11 -0.72
H 2.98 2.97 0.10
H 4.20 4.14 -3.70
H 2.92 4.99 -2.83
S 0.04 5.51 -2.63
Sb -1.51 3.92 -1.58
S -0.12 3.59 0.39
S -0.80 1.82 -2.66
C -1.75 -2.99 4.33
C -0.86 -1.84 3.91
C 0.02 -1.33 5.04
O -0.10 -2.24 2.79
C 0.18 -1.08 2.05
C -1.06 -0.15 2.32
O -1.68 -0.78 3.41
C -2.14 0.23 1.27
O -1.36 0.85 0.20
C -3.01 1.40 1.75
C -2.97 1.90 3.04
C -3.75 3.01 3.39
C -4.55 3.62 2.44
C -4.59 3.12 1.14
C -3.83 2.01 0.80
C -3.04 -0.85 0.70
C -3.82 -1.61 1.58
C -4.74 -2.52 1.09
C -4.92 -2.67 -0.28
C -4.17 -1.90 -1.15
C -3.24 -0.99 -0.67
C 0.75 -1.43 0.67
O 1.06 -0.12 0.11
C -0.16 -2.20 -0.28
C -0.30 -1.86 -1.62
C -1.00 -2.66 -2.51
C -1.59 -3.83 -2.06
C -1.46 -4.18 -0.72
C -0.75 -3.38 0.15
C 2.11 -2.13 0.77
C 2.68 -2.66 -0.39
C 3.95 -3.21 -0.37
C 4.68 -3.26 0.81
C 4.11 -2.75 1.97
C 2.85 -2.19 1.95
H -1.14 -3.81 4.71
H -2.33 -3.34 3.47
H -2.42 -2.67 5.12
H 0.69 -2.13 5.37
H -0.60 -1.02 5.87
H 0.62 -0.47 4.72
H 1.00 -0.53 2.53
H -0.65 0.82 2.62
H -2.38 1.43 3.81
H -3.72 3.38 4.40
H -5.15 4.48 2.71
H -5.24 3.58 0.41
H -3.90 1.60 -0.20
H -3.72 -1.46 2.64
H -5.33 -3.11 1.78
H -5.64 -3.38 -0.66
H -4.32 -1.99 -2.22
H -2.68 -0.39 -1.37
H 0.15 -0.95 -2.02
H -1.09 -2.37 -3.55
H -2.13 -4.47 -2.75
H -1.92 -5.10 -0.36
H -0.63 -3.69 1.18
H 2.11 -2.68 -1.31
H 4.36 -3.64 -1.28
H 5.66 -3.70 0.83
H 4.66 -2.80 2.90
H 2.44 -1.83 2.89
```

⟨S²⟩: 0.7544
LUMO level (spin up / spin down) (eV): -6.05 / -8.38
Gap between HOMO and LUMO (spin up / spin down) (eV): 6.79 / 4.46
Total energy (hartree): -3393.03930
ΔE to the lowest compared entry with this formula, charge and spin (kcal per mole): 13.63
Multiplicity: 2
Charge: +2


# 3
Formula: C37H44OP2PtSSi2
Source: the OMol25 dataset
Level of theory: wB97M-V/def2-TZVPD

```
88
C37H44OP2PtSSi2, DFT wB97M-V/def2-TZVPD
Pt 0.11 0.34 -0.02
C 0.03 -2.13 2.66
Si 0.41 -0.32 2.27
C -0.10 0.75 3.74
C 2.34 -0.21 2.20
C 3.00 -0.23 3.43
C 4.38 -0.13 3.47
C 5.11 -0.02 2.30
C 4.47 -0.01 1.07
C 3.08 -0.11 1.03
Si 2.32 -0.17 -0.75
C 3.23 1.14 -1.76
C 2.64 -1.97 -1.25
H 0.61 -2.42 3.53
H 0.28 -2.79 1.82
H -1.03 -2.27 2.89
H 0.44 0.41 4.62
H -1.16 0.65 3.96
H 0.13 1.80 3.58
H 2.44 -0.31 4.36
H 4.88 -0.15 4.43
H 6.19 0.05 2.33
H 5.05 0.08 0.16
H 4.20 0.74 -2.08
H 3.40 2.04 -1.16
H 2.67 1.43 -2.65
H 3.69 -2.19 -1.09
H 2.40 -2.15 -2.30
H 2.04 -2.65 -0.64
C -1.55 -4.11 -1.23
S -0.95 -2.51 -1.80
C -2.56 -1.78 -2.22
O -0.57 -1.81 -0.50
H -2.09 -3.96 -0.30
H -0.69 -4.76 -1.06
H -2.19 -4.54 -2.00
H -2.96 -2.24 -3.12
H -2.38 -0.72 -2.40
H -3.23 -1.92 -1.37
C -1.94 3.70 -1.12
P -1.35 2.24 -0.11
C -0.56 3.16 1.26
C -1.29 3.92 2.18
C -0.63 4.67 3.13
C 0.76 4.70 3.16
C 1.49 3.95 2.25
C 0.83 3.19 1.30
C -2.93 1.55 0.45
C -3.16 1.23 1.78
C -4.35 0.63 2.15
C -5.31 0.33 1.19
C -5.08 0.64 -0.15
C -3.89 1.23 -0.52
P -1.11 4.11 -2.73
C 0.64 4.41 -2.27
C 1.63 3.86 -3.06
C 2.97 4.15 -2.81
C 3.31 4.99 -1.76
C 2.32 5.55 -0.97
C 0.98 5.27 -1.22
C -1.70 5.82 -2.97
C -2.97 6.24 -2.56
C -3.37 7.55 -2.78
C -2.53 8.44 -3.43
C -1.27 8.02 -3.85
C -0.87 6.71 -3.64
H -1.86 4.55 -0.44
H -2.99 3.52 -1.34
H -2.38 3.92 2.14
H -1.20 5.26 3.84
H 1.27 5.31 3.89
H 2.57 3.98 2.26
H 1.40 2.63 0.56
H -2.42 1.48 2.53
H -4.55 0.40 3.19
H -6.24 -0.13 1.48
H -5.83 0.41 -0.89
H -3.71 1.46 -1.57
H 1.36 3.23 -3.90
H 3.74 3.73 -3.45
H 4.35 5.23 -1.58
H 2.58 6.23 -0.17
H 0.21 5.73 -0.61
H -3.65 5.55 -2.08
H -4.34 7.88 -2.44
H -2.85 9.45 -3.62
H -0.61 8.71 -4.36
H 0.10 6.39 -3.99
```

LUMO level (eV): -8.06
Gap between HOMO and LUMO (eV): 4.50
Total energy (hartree): -3290.21314
ΔE to the lowest compared entry with this formula, charge and spin (kcal per mole): 87.80
Charge: +2


- charge of number 1 (C37H44AgN6O3S2Se2Si)?
  -1